Computed, not measured: a structure of composition C5H7NO at a distorted geometry, with ωB97M-V/def2-TZVPD.

Each line ends with the Mulliken charge.
Atoms and positions in Å:
O  -0.12  1.70  1.04  -0.52
H  0.25  2.55  0.86  0.29
H  2.31  -0.52  -0.19  0.40
C  0.48  0.67  -0.34  0.07
C  -0.82  -1.69  -0.39  -0.23
H  1.08  -2.67  -0.22  0.38
H  0.96  1.66  -0.35  0.19
C  -0.91  0.57  -0.41  -0.18
C  1.24  -0.51  -0.30  -0.51
N  -1.57  -0.57  -0.44  -0.58
H  -1.52  1.47  -0.46  0.41
H  -0.57  1.69  1.94  0.29
C  0.57  -1.73  -0.30  -0.33
H  -1.39  -2.62  -0.44  0.33

Summary:
multiplicity	1
charge	0

=====

Computed, not measured: the molecule C5H7NO, with ωB97M-V/def2-TZVPD.

Each line ends with the Mulliken charge.
Atoms and positions in Å:
C  1.08  -0.69  0.65  0.34
H  -2.40  -1.43  -0.84  0.35
H  0.57  -1.74  2.01  0.30
H  1.39  2.03  -1.09  0.31
H  -1.19  0.78  -1.18  0.32
N  1.31  -1.70  1.30  -0.67
H  0.37  2.39  0.31  0.31
C  -1.58  -1.05  -0.20  0.07
H  -0.36  -0.60  -1.86  0.30
O  -1.51  -1.39  0.96  -0.48
H  2.01  1.78  0.55  0.38
C  -0.61  -0.12  -0.91  -0.59
C  0.61  0.28  -0.10  0.43
C  1.12  1.70  -0.08  -1.38

Summary:
multiplicity	1
charge	0
SMILES	CC(=C=N)CC=O

=====

Relative energy (zero: lowest compared OMol25 entry of this formula, charge and spin)
In order: 85.28, 46.53
Unit: kcal/mol
LUMO level
In order: 0.5, 0.8
Unit: eV
Kohn-Sham gap
In order: 8.35, 9.45
Unit: eV